Entry 1:
ORCA calculation (ωB97M-V/def2-TZVPD) on a molecular structure, C62H48FeN2OP2S2Sb at a distorted geometry.

CARTESIAN COORDINATES (ANGSTROEM)
1 Sb 8.377 15.707 13.557
2 Fe 12.604 15.627 13.013
3 S 15.128 15.269 12.784
4 S 10.547 16.055 14.263
5 P 12.852 15.455 10.492
6 P 13.617 15.032 15.377
7 O 16.031 16.329 13.167
8 N 12.673 13.426 12.811
9 N 13.314 18.690 13.154
10 C 4.776 17.894 14.555
11 C 12.488 14.332 16.636
12 C 15.771 16.189 16.660
13 C 12.774 8.703 11.815
14 C 9.577 13.259 9.257
15 C 16.459 17.216 17.243
16 C 12.757 12.276 12.775
17 C 7.175 17.347 15.908
18 C 11.560 14.627 9.472
19 C 10.505 13.889 10.055
20 C 14.495 14.801 10.080
21 C 12.712 10.197 14.106
22 C 11.604 14.248 18.879
23 C 14.205 19.220 9.732
24 C 16.403 12.864 13.337
25 C 8.082 11.312 13.556
26 C 16.102 11.782 15.471
27 C 16.242 14.187 8.562
28 C 5.819 17.266 13.888
29 C 13.099 19.819 9.173
30 C 12.697 8.816 14.210
31 C 7.237 11.091 14.629
32 C 12.702 10.067 11.676
33 C 14.498 16.396 16.170
34 C 13.915 17.691 16.216
35 C 13.106 17.564 13.092
36 C 4.914 18.249 15.891
37 C 7.772 13.680 13.923
38 C 16.662 11.828 14.200
39 C 11.683 13.244 16.312
40 C 14.895 13.767 15.032
41 C 10.835 12.673 17.285
42 C 11.627 14.724 8.058
43 C 10.607 14.131 7.278
44 C 6.925 13.432 14.984
45 C 14.638 18.712 16.770
46 C 6.115 17.940 16.599
47 C 10.866 13.150 18.583
48 C 7.074 15.870 9.363
49 C 7.011 16.970 14.556
50 C 15.479 13.818 13.766
51 C 6.641 12.105 15.285
52 C 9.623 13.379 7.870
53 C 8.072 16.146 11.504
54 C 8.364 12.617 13.214
55 C 7.312 15.362 10.622
56 C 16.880 14.817 10.782
57 C 7.551 17.119 8.964
58 C 11.970 19.054 8.871
59 C 12.807 8.065 13.034
60 C 17.248 14.510 9.479
61 C 15.939 18.486 17.292
62 C 11.907 17.724 9.200
63 C 15.209 12.742 15.897
64 C 14.884 14.392 8.821
65 C 12.437 14.842 17.915
66 C 14.138 17.882 10.035
67 C 8.342 17.903 9.792
68 C 12.701 10.820 12.839
69 C 8.599 17.387 11.081
70 C 13.012 17.123 9.765
71 C 15.493 14.861 11.093
72 H 10.228 12.692 19.333
73 H 6.460 15.269 8.635
74 H 16.204 15.196 16.632
75 H 14.250 19.709 16.783
76 H 15.007 19.817 10.076
77 H 8.821 12.677 9.676
78 H 13.084 20.886 9.000
79 H 3.827 18.038 14.065
80 H 12.418 15.276 7.580
81 H 10.696 14.221 6.215
82 H 16.565 13.824 7.605
83 H 9.059 12.823 12.419
84 H 11.651 12.878 15.278
85 H 16.464 11.024 16.173
86 H 15.047 17.435 10.488
87 H 14.192 14.282 8.055
88 H 10.968 17.210 9.131
89 H 7.089 10.080 14.964
90 H 4.099 18.690 16.466
91 H 12.680 10.518 10.667
92 H 16.473 19.318 17.697
93 H 5.744 16.881 12.836
94 H 11.580 14.615 19.918
95 H 10.385 13.871 11.170
96 H 7.310 17.423 7.907
97 H 6.000 11.931 16.142
98 H 13.069 15.713 18.185
99 H 12.719 8.289 15.203
100 H 6.300 18.178 17.651
101 H 10.289 11.832 16.947
102 H 17.365 11.004 13.924
103 H 17.605 15.082 11.546
104 H 8.768 18.837 9.484
105 H 12.680 10.806 14.975
106 H 12.949 17.822 15.794
107 H 12.803 6.987 13.046
108 H 18.301 14.534 9.216
109 H 14.796 12.763 16.890
110 H 6.528 14.262 15.567
111 H 8.966 12.718 7.351
112 H 8.650 10.550 13.065
113 H 11.112 19.547 8.408
114 H 12.850 8.120 10.896
115 H 8.078 17.111 16.462
116 H 6.883 14.426 10.912
117 H 17.439 17.007 17.684
118 H 16.772 12.805 12.341
119 H 9.200 17.957 11.779

Computed properties:
HOMO-LUMO gap (alpha / beta)	7.79 / 6.88	eV
spin multiplicity	6
energy relative to the best compared isomer or geometry (same formula, charge and spin)	0.0	kcal per mole
charge	+2

***

Entry 2:
ORCA calculation (ωB97M-V/def2-TZVPD) on a molecular structure, C62H51KO4P3S2Si at a distorted geometry.

CARTESIAN COORDINATES (ANGSTROEM)
1 K -0.396 0.281 0.627
2 S -2.863 -2.185 -0.574
3 S -3.008 0.775 3.015
4 P -1.634 -0.137 -2.602
5 P 1.795 -2.801 0.512
6 P 2.588 0.371 0.272
7 Si 1.043 -0.685 -2.019
8 O -7.689 5.402 1.295
9 O -1.063 2.649 1.355
10 O 0.245 0.731 3.708
11 O -8.179 3.836 -0.173
12 C -0.019 0.390 -6.497
13 C 3.332 -6.564 1.532
14 C -0.641 2.571 -2.766
15 C -5.352 3.947 2.127
16 C 2.784 -4.365 0.678
17 C 5.526 1.422 3.766
18 C 0.854 -2.775 2.090
19 C -5.718 -0.649 -4.839
20 C 2.894 2.402 -1.750
21 C 3.680 -0.508 -0.934
22 C -5.249 0.634 -4.599
23 C 3.672 -1.872 -2.918
24 C -0.834 -5.102 -1.633
25 C 5.049 -0.727 -0.790
26 C -2.275 -0.719 -0.998
27 C -6.288 3.429 1.227
28 C 1.593 -2.827 3.282
29 C -0.971 0.210 -5.496
30 C 1.932 4.405 -0.091
31 C -0.564 -0.068 -4.194
32 C -7.436 4.197 0.699
33 C -1.141 -2.433 3.420
34 C -1.570 1.677 -2.234
35 C 0.423 -2.567 -1.941
36 C 2.344 4.717 -1.380
37 C 0.609 -3.357 -0.784
38 C -0.756 3.940 -2.543
39 C -0.398 -3.126 -2.938
40 C 3.824 -4.502 -0.244
41 C 5.044 -2.069 -2.793
42 C -4.343 3.161 2.646
43 C -1.015 -4.357 -2.794
44 C -3.253 -0.246 -3.535
45 C 2.555 -5.411 1.570
46 C -0.013 -4.604 -0.644
47 C 0.976 -2.711 4.516
48 C 4.598 -5.653 -0.288
49 C -4.950 -1.735 -4.435
50 C -0.401 -2.518 4.590
51 C 4.462 0.552 3.943
52 C 0.803 -0.256 -3.887
53 C 5.731 -1.495 -1.729
54 C -6.136 2.097 0.832
55 C -2.744 3.578 -1.255
56 C -4.222 1.795 2.311
57 C 4.354 -6.692 0.601
58 C 2.964 -1.087 -2.005
59 C -5.133 1.302 1.349
60 C 4.897 1.699 1.457
61 C 1.740 -0.025 -4.900
62 C -1.809 4.451 -1.796
63 C 5.739 2.001 2.518
64 C 2.817 3.711 -2.212
65 C 2.019 3.100 0.371
66 C -4.028 0.832 -3.961
67 C -3.738 -1.533 -3.789
68 C 1.333 0.300 -6.192
69 C 3.619 0.258 2.875
70 C -0.520 -2.552 2.177
71 C -2.618 2.210 -1.467
72 C 2.519 2.082 -0.445
73 C 3.829 0.811 1.614
74 H 6.798 -1.659 -1.620
75 H -0.015 4.608 -2.960
76 H -7.067 5.523 2.021
77 H -5.837 1.492 -4.907
78 H -1.654 -4.735 -3.586
79 H 4.954 -7.594 0.569
80 H 5.578 -2.680 -3.514
81 H 5.590 -0.320 0.055
82 H -0.198 -0.114 3.866
83 H -2.023 0.321 -5.734
84 H 4.022 -3.690 -0.939
85 H -5.018 0.276 1.020
86 H -0.334 0.621 -7.509
87 H 6.560 2.695 2.376
88 H 2.275 5.737 -1.742
89 H 1.757 -5.336 2.299
90 H -3.583 3.955 -0.677
91 H 2.073 0.469 -6.967
92 H 3.265 1.622 -2.407
93 H -0.889 -2.413 5.552
94 H 5.396 -5.736 -1.017
95 H -1.138 -2.494 1.283
96 H 0.185 2.205 -3.363
97 H -0.496 1.347 3.608
98 H -3.676 1.845 -3.810
99 H 1.567 -2.762 5.423
100 H -6.672 -0.801 -5.330
101 H 0.135 -5.183 0.262
102 H -3.620 3.587 3.331
103 H 3.129 -7.370 2.228
104 H -2.209 -2.251 3.457
105 H -1.902 5.520 -1.639
106 H -1.733 2.231 1.945
107 H 1.692 2.865 1.379
108 H 3.135 -2.352 -3.731
109 H -1.578 3.007 0.620
110 H -1.335 -6.055 -1.503
111 H -5.301 -2.745 -4.614
112 H 2.668 -2.968 3.232
113 H 4.274 0.112 4.916
114 H -6.834 1.702 0.104
115 H -3.161 -2.391 -3.452
116 H -3.349 1.530 -1.047
117 H 2.760 -0.387 3.026
118 H 1.535 5.179 0.556
119 H 2.801 -0.106 -4.686
120 H -5.368 4.995 2.418
121 H 3.118 3.941 -3.228
122 H -0.564 -2.572 -3.856
123 H 6.180 1.662 4.596
124 H 5.064 2.164 0.491

Computed properties:
HOMO-LUMO gap (alpha / beta)	4.04 / 4.55	eV
spin multiplicity	2
charge	-2

***

Entry 3:
ORCA calculation (ωB97M-V/def2-TZVPD) on a molecular structure, C62H53BrN5OP2SScSe at a distorted geometry.

CARTESIAN COORDINATES (ANGSTROEM)
1 Br -0.621 -1.392 2.284
2 Se -0.511 -0.105 -3.344
3 Sc -0.290 -0.075 -0.587
4 S -0.786 2.761 -1.660
5 P 1.859 -2.829 -0.139
6 P 2.015 1.339 1.040
7 O 3.892 -0.995 0.665
8 N -1.121 3.727 0.812
9 N -1.399 5.205 -0.900
10 N -1.092 -2.281 -0.272
11 N -0.892 2.421 1.281
12 N -0.332 -2.736 -4.544
13 C 7.437 -1.748 2.523
14 C -3.480 -4.491 -2.145
15 C 2.285 2.691 -0.173
16 C -2.353 0.214 -0.105
17 C 4.194 -4.488 -0.166
18 C 0.225 -1.668 -4.086
19 C 4.490 2.295 1.998
20 C 5.951 -0.034 1.483
21 C -0.212 -6.128 1.351
22 C 5.551 -4.707 0.009
23 C -6.527 -1.023 4.133
24 C 2.875 3.031 -2.501
25 C 1.105 -4.617 -3.846
26 C -4.551 4.454 -0.825
27 C 1.656 -4.269 2.187
28 C -5.180 0.465 2.126
29 C 1.132 3.181 3.116
30 C 4.507 -2.210 0.488
31 C 6.765 -1.291 1.216
32 C 6.559 1.093 2.023
33 C -4.460 1.207 1.093
34 C 1.327 1.164 5.013
35 C 0.916 2.432 5.398
36 C -1.719 -2.955 -1.242
37 C 1.545 1.913 2.721
38 C 1.003 -3.398 -4.707
39 C 0.826 3.438 4.447
40 C -7.132 0.075 3.533
41 C 0.256 -5.166 0.462
42 C 1.645 0.912 3.688
43 C -5.256 -1.392 3.709
44 C 7.844 -0.985 0.163
45 C 2.554 2.192 -1.450
46 C 2.040 -2.199 -2.687
47 C -4.687 2.617 0.776
48 C -2.779 -3.813 -1.001
49 C -5.264 4.901 1.412
50 C 1.185 -5.220 3.075
51 C 3.657 -3.231 0.073
52 C 5.864 -2.405 0.708
53 C 1.206 -4.231 0.863
54 C 2.915 4.402 -2.291
55 C -4.600 -0.665 2.730
56 C 2.661 4.912 -1.028
57 C 3.840 1.196 1.449
58 C 2.364 4.064 0.032
59 C -1.104 3.936 -0.521
60 C -1.504 -2.456 0.972
61 C 1.370 -4.526 -2.541
62 C -3.406 0.603 0.440
63 C -4.395 3.113 -0.510
64 C 6.367 -3.676 0.447
65 C -2.523 -3.303 1.339
66 C 1.685 -2.125 -4.122
67 C 4.589 0.048 1.203
68 C 1.717 -3.243 -1.914
69 C -3.174 -3.983 0.321
70 C 5.843 2.249 2.282
71 C -5.125 3.559 1.729
72 C 0.248 -6.158 2.657
73 C -6.480 0.799 2.546
74 C -4.981 5.368 0.131
75 H 0.935 -5.584 -4.308
76 H -0.948 -6.849 1.015
77 H 1.988 -0.079 3.400
78 H -5.601 5.595 2.174
79 H -4.770 -2.253 4.157
80 H 7.423 -3.871 0.594
81 H -8.132 0.365 3.833
82 H -4.064 2.415 -1.270
83 H -4.002 -4.641 0.559
84 H 1.230 -3.611 -5.750
85 H -7.036 -1.579 4.911
86 H -2.807 -3.407 2.375
87 H -0.846 2.464 2.292
88 H 3.545 -5.298 -0.478
89 H -1.778 4.289 1.339
90 H 7.385 -0.676 -0.777
91 H 5.974 -5.685 -0.185
92 H -1.361 -2.784 -2.254
93 H 0.664 2.636 6.430
94 H 6.685 -1.968 3.282
95 H -4.350 4.784 -1.839
96 H 2.403 -1.279 -2.236
97 H -3.826 -5.485 -1.862
98 H 1.402 -5.425 -1.940
99 H 3.059 2.619 -3.484
100 H -5.320 3.231 2.742
101 H 3.931 3.199 2.205
102 H -4.351 -3.905 -2.446
103 H 2.203 4.495 1.009
104 H 1.002 3.966 2.384
105 H 6.340 3.113 2.705
106 H 2.387 -3.538 2.520
107 H 2.367 -1.554 -4.749
108 H -5.119 6.414 -0.119
109 H -1.958 5.784 -0.294
110 H -2.824 -4.573 -3.012
111 H -0.151 -5.139 -0.540
112 H -3.605 -0.948 2.413
113 H 2.502 1.123 -1.631
114 H 2.696 5.981 -0.860
115 H -6.996 1.620 2.064
116 H -1.528 5.331 -1.889
117 H 8.029 -2.649 2.356
118 H 8.103 -0.976 2.911
119 H 8.453 -1.871 -0.028
120 H 1.547 -5.231 4.096
121 H 3.139 5.071 -3.112
122 H 7.618 1.066 2.252
123 H 1.401 0.369 5.745
124 H -1.656 1.798 1.008
125 H 8.504 -0.185 0.504
126 H -0.123 -6.905 3.348
127 H 0.511 4.433 4.738

Computed properties:
HOMO-LUMO gap	5.02	eV
energy relative to the best compared isomer or geometry (same formula, charge and spin)	50.2	kcal per mole

***

Entry 4:
ORCA calculation (ωB97M-V/def2-TZVPD) on a molecular structure, C62H53CoN6P2S4 at a distorted geometry.

CARTESIAN COORDINATES (ANGSTROEM)
1 Co 0.185 -1.431 0.583
2 S 0.883 1.785 0.116
3 S 0.254 -2.063 2.876
4 S -2.595 0.263 0.608
5 S -1.586 2.958 0.488
6 P 0.555 -4.005 0.037
7 P 2.334 -1.979 -0.058
8 N -2.202 -3.486 2.731
9 N -0.289 2.863 -0.350
10 N -1.664 -0.823 0.657
11 N 0.642 0.381 -0.146
12 N 2.299 -3.699 0.148
13 N -2.190 1.760 1.226
14 C -6.250 -0.713 3.072
15 C 0.750 1.417 2.782
16 C -3.214 0.607 -1.033
17 C -0.387 -3.277 -4.441
18 C -1.089 6.044 3.740
19 C 1.361 -6.695 -0.388
20 C 2.864 -1.783 -1.788
21 C -4.544 0.883 2.499
22 C 1.169 -8.063 -0.280
23 C 3.807 -2.656 -2.326
24 C 2.084 3.106 -1.995
25 C -2.312 0.394 -2.066
26 C -1.218 -2.801 -3.439
27 C -3.355 4.655 -2.713
28 C -5.649 0.525 3.259
29 C -5.748 -1.607 2.133
30 C 2.122 3.768 3.409
31 C -0.686 -6.315 0.834
32 C 1.902 3.442 2.081
33 C 5.972 -0.437 1.104
34 C 0.255 -3.746 -1.762
35 C -0.894 -3.027 -2.102
36 C 0.428 -5.815 0.163
37 C -4.890 4.737 -0.849
38 C -4.909 1.285 -2.574
39 C 4.623 2.367 -1.102
40 C -2.406 4.027 -1.917
41 C 3.676 -1.507 -4.437
42 C -1.197 -2.909 2.794
43 C 4.985 -1.050 0.343
44 C -4.512 1.048 -1.266
45 C 3.720 -1.279 0.888
46 C 3.206 3.399 -2.760
47 C 4.447 -0.253 2.955
48 C 2.992 -4.250 1.336
49 C -4.062 -0.019 1.561
50 C -1.675 3.799 3.104
51 C -3.958 4.108 -0.045
52 C 5.704 -0.034 2.407
53 C 0.045 -8.560 0.375
54 C 0.968 1.761 4.109
55 C -1.505 4.767 4.086
56 C -0.983 5.416 1.423
57 C 2.259 2.442 -0.789
58 C -4.642 -1.267 1.374
59 C 0.758 -3.997 -4.110
60 C -4.014 1.084 -3.621
61 C 1.068 -4.240 -2.783
62 C -4.587 5.010 -2.180
63 C 4.218 -2.513 -3.641
64 C 3.461 -0.870 2.197
65 C -2.719 0.643 -3.369
66 C -2.728 3.766 -0.596
67 C 1.231 2.256 1.793
68 C -0.826 6.370 2.412
69 C 4.469 3.031 -2.314
70 C -0.880 -7.689 0.930
71 C -1.412 4.147 1.790
72 C 1.659 2.926 4.418
73 C 3.514 2.062 -0.333
74 C 2.319 -0.780 -2.588
75 C 2.725 -0.645 -3.911
76 H -1.393 -5.624 1.287
77 H 2.292 0.132 -4.533
78 H 0.199 0.521 2.517
79 H -3.130 4.865 -3.751
80 H 5.341 3.262 -2.915
81 H -1.441 3.730 -2.307
82 H -1.698 4.517 5.122
83 H 4.949 -3.197 -4.056
84 H 6.477 0.452 2.993
85 H 6.953 -0.270 0.675
86 H 1.835 3.188 5.456
87 H 1.556 -0.133 -2.175
88 H 1.408 -4.372 -4.894
89 H 0.599 1.112 4.894
90 H -1.547 -2.658 -1.317
91 H 2.482 -1.035 2.625
92 H -5.853 5.015 -0.439
93 H -0.634 -3.100 -5.482
94 H -4.177 3.880 0.996
95 H -4.335 1.261 -4.642
96 H -5.202 1.197 -0.444
97 H -1.750 -8.076 1.447
98 H -0.100 -9.630 0.460
99 H -4.062 1.842 2.631
100 H -4.207 -1.971 0.672
101 H 1.895 -8.746 -0.704
102 H 3.992 -1.406 -5.468
103 H 4.070 -4.149 1.208
104 H 2.703 -3.758 2.270
105 H -6.206 -2.579 2.006
106 H 2.241 -6.309 -0.892
107 H 2.256 4.086 1.283
108 H -1.987 2.790 3.344
109 H -0.966 6.797 4.510
110 H 1.963 -4.799 -2.536
111 H -0.498 7.368 2.150
112 H -5.321 5.503 -2.806
113 H 2.652 4.678 3.660
114 H 3.618 1.526 0.607
115 H -5.919 1.622 -2.778
116 H 5.609 2.077 -0.760
117 H -1.312 0.035 -1.836
118 H 3.093 3.917 -3.705
119 H -7.109 -0.988 3.671
120 H -0.775 5.649 0.383
121 H 4.202 -3.463 -1.715
122 H 1.089 3.376 -2.326
123 H -2.027 0.475 -4.189
124 H 5.200 -1.337 -0.678
125 H -6.034 1.210 4.005
126 H 4.232 0.058 3.971
127 H 2.759 -5.306 1.429
128 H -2.121 -2.258 -3.692

Computed properties:
HOMO-LUMO gap (alpha / beta)	7.19 / 7.26	eV
spin multiplicity	2
energy relative to the best compared isomer or geometry (same formula, charge and spin)	8.3	kcal per mole
charge	+1

***

Here are the calculated E numbers, same order: -5558.6256, -5404.1012, -9560.4170, -6380.7793 (hartree).